Entry 1:
DFT (ωB97M-V/def2-TZVPD) results for the molecule C22H25N5O3.

Output
Total charge = 0
Spin multiplicity = 1
ΔE to the lowest compared entry with this formula, charge and spin = 46.53 kcal per mole
HOMO = -7.6 eV
LUMO = 0.017 Ha
HOMO-LUMO gap = 8.1 eV

Positions of all 55 atoms, in Å:
C1 -5.32235 -0.83770 1.27538
N1 -5.09710 -0.64423 -0.14162
C2 -4.30327 -1.68839 -0.76647
C3 -2.84941 -1.73042 -0.27794
O1 -2.57636 -1.97678 0.88363
N2 -1.92700 -1.44973 -1.23012
C4 -0.54998 -1.25300 -1.01215
C5 0.12056 -0.32132 -1.79932
C6 1.45961 -0.07396 -1.59965
C7 2.18368 -0.75834 -0.61726
N3 3.51301 -0.41815 -0.38242
C8 4.43477 -0.33519 -1.49971
C9 5.59454 0.58693 -1.12123
O2 6.25922 0.11570 0.02793
C10 5.36490 0.02058 1.10931
C11 4.18640 -0.91043 0.80021
C12 1.50331 -1.70873 0.14538
C13 0.15639 -1.95168 -0.04426
C14 -4.77608 0.69862 -0.58521
C15 -3.29884 1.09649 -0.55434
O3 -2.66533 1.29408 -1.56827
N4 -2.76365 1.17825 0.69871
C16 -1.39853 1.36343 0.96049
C17 -0.78133 0.57976 1.92867
C18 0.56574 0.72761 2.19458
C19 1.32046 1.65888 1.49690
C20 0.71751 2.45683 0.54771
C21 -0.64646 2.32833 0.27793
C22 -1.23699 3.24830 -0.61930
N5 -1.66753 4.07783 -1.28368
H1 -5.90646 -1.75125 1.39836
H2 -4.40812 -0.95208 1.87057
H3 -5.90735 -0.00405 1.66107
H4 -4.34904 -1.54807 -1.84897
H5 -4.77016 -2.64510 -0.51280
H6 -2.25937 -1.06794 -2.10581
H7 -0.42603 0.23903 -2.54343
H8 1.94290 0.68307 -2.19764
H9 3.92860 0.04925 -2.38271
H10 4.84110 -1.33353 -1.73392
H11 6.34091 0.61764 -1.91649
H12 5.20888 1.60203 -0.94019
H13 5.94303 -0.36036 1.95291
H14 4.97583 1.02093 1.35655
H15 3.49766 -0.89310 1.64516
H16 4.56581 -1.93552 0.65835
H17 2.02425 -2.28358 0.89438
H18 -0.34754 -2.68394 0.56403
H19 -5.35249 1.40993 0.01069
H20 -5.09518 0.78968 -1.63017
H21 -3.29562 0.77091 1.45573
H22 -1.36144 -0.16864 2.44745
H23 1.02903 0.10758 2.94695
H24 2.37506 1.76423 1.69837
H25 1.28583 3.19933 0.00774



Entry 2:
DFT (ωB97M-V/def2-TZVPD) results for a structure of composition C48H45IrN2P4S2.

Output
Total charge = -1
Spin multiplicity = 6
<S²> = 8.813
ΔE to the lowest compared entry with this formula, charge and spin = 22.66 kcal per mole
HOMO (alpha / beta) = -2.8 / -4.3 eV
LUMO (alpha / beta) = 0.088 / 0.067 Ha
HOMO-LUMO gap (alpha / beta) = 5.2 / 6.1 eV

Positions of all 102 atoms, in Å:
Ir1 -0.66785 0.35426 -0.72993
S1 1.96749 0.84767 -1.89582
P1 2.44916 0.08868 -0.10945
C1 1.11746 -0.00119 0.95439
P2 0.71024 1.30614 1.98824
S2 -1.07237 2.07425 1.49837
C2 0.58033 0.68390 3.72245
C3 -0.04532 1.45918 4.70154
C4 -0.24596 0.95575 5.97939
C5 0.18018 -0.33193 6.29800
C6 0.82328 -1.10015 5.33922
C7 1.02417 -0.58898 4.05701
C8 1.84310 2.72079 2.22138
C9 1.65366 3.87154 1.46104
C10 2.50738 4.95685 1.60971
C11 3.56122 4.89726 2.51181
C12 3.76639 3.74622 3.26020
C13 2.91053 2.65973 3.11501
C14 3.05022 -1.63128 -0.38456
C15 2.62559 -2.67556 0.42790
C16 3.04334 -3.98232 0.18130
C17 3.89034 -4.25034 -0.88425
C18 4.32237 -3.21051 -1.69984
C19 3.90316 -1.91142 -1.45243
C20 4.00181 0.85469 0.48995
C21 4.78514 0.16893 1.41900
C22 5.96772 0.72136 1.89237
C23 6.37030 1.97478 1.45059
C24 5.58757 2.66892 0.53770
C25 4.40707 2.11085 0.05503
H1 -0.39513 2.45273 4.44059
H2 -0.74725 1.56079 6.72785
H3 0.01084 -0.73086 7.29277
H4 1.16264 -2.10158 5.58380
H5 1.52716 -1.16840 3.28950
H6 0.82299 3.90829 0.76504
H7 2.34829 5.85320 1.01914
H8 4.22847 5.74485 2.62634
H9 4.59450 3.69208 3.95866
H10 3.07067 1.76049 3.69797
H11 1.94482 -2.44574 1.23853
H12 2.69853 -4.78983 0.81717
H13 4.20804 -5.26717 -1.08586
H14 4.97332 -3.41747 -2.54110
H15 4.21520 -1.09926 -2.09920
H16 4.46877 -0.81130 1.76166
H17 6.57502 0.17627 2.60662
H18 7.29185 2.41177 1.81963
H19 5.89671 3.65157 0.19640
H20 3.79407 2.63642 -0.66747
C26 -0.80492 -2.88518 1.47179
P3 -1.76718 -1.47021 0.84370
C27 -2.54757 -0.89136 2.39887
C28 -3.21028 -2.23268 0.01694
C29 -3.56949 -3.57117 0.18522
C30 -4.65737 -4.10680 -0.48370
C31 -5.40922 -3.30482 -1.32699
C32 -5.06208 -1.97296 -1.50010
C33 -3.96037 -1.42395 -0.84570
P4 -3.41424 0.32125 -1.05795
C34 -4.77894 1.21259 -0.19604
C35 -3.84433 0.70848 -2.79396
H21 -0.38561 -3.45959 0.64352
H22 -1.38982 -3.53250 2.12963
H23 0.02304 -2.45272 2.03367
H24 -3.11691 -1.69561 2.87353
H25 -3.20043 -0.04687 2.18371
H26 -1.76850 -0.53693 3.07225
H27 -2.98600 -4.21065 0.83954
H28 -4.91801 -5.15106 -0.35183
H29 -6.26052 -3.71684 -1.85448
H30 -5.66180 -1.35898 -2.15974
H31 -5.75023 0.91849 -0.60326
H32 -4.63020 2.28490 -0.33596
H33 -4.75369 0.99529 0.87160
H34 -4.76132 0.21449 -3.11544
H35 -3.02533 0.40279 -3.44010
H36 -3.96385 1.78799 -2.87965
N1 -0.63458 -1.18832 -1.93493
C36 -1.06476 -2.03972 -2.89075
C37 -1.25812 -3.42538 -2.64345
C38 -1.77484 -4.26233 -3.61490
C39 -2.08431 -3.77390 -4.88528
C40 -1.84780 -2.42883 -5.16985
C41 -1.34502 -1.57715 -4.20415
H37 -0.99885 -3.80779 -1.66268
H38 -1.93200 -5.31145 -3.38627
H39 -2.49162 -4.43234 -5.64282
H40 -2.05973 -2.04423 -6.16248
H41 -1.14704 -0.53218 -4.42266
N2 -2.71439 5.94259 -5.48398
C42 -2.34511 5.13721 -4.74726
C43 -1.88750 4.12711 -3.82213
C44 -1.06935 3.08294 -4.25632
C45 -0.64083 2.11695 -3.35878
C46 -1.01430 2.11679 -2.00701
C47 -1.82452 3.19110 -1.60213
C48 -2.24751 4.18453 -2.47499
H42 -0.77995 3.03800 -5.30046
H43 0.02013 1.33275 -3.72193
H44 -2.12234 3.27050 -0.56133
H45 -2.86772 5.00277 -2.12584



Entry 3:
DFT (ωB97M-V/def2-TZVPD) results for the molecule C2HN3O2.

Output
Total charge = 0
Spin multiplicity = 3
<S²> = 2.013
ΔE to the lowest compared entry with this formula, charge and spin = 84.06 kcal per mole
HOMO (alpha / beta) = -8.5 / -10.9 eV
LUMO (alpha / beta) = -0.020 / -0.141 Ha
HOMO-LUMO gap (alpha / beta) = 8.0 / 7.1 eV

Positions of all 8 atoms, in Å:
C1 0.32921 0.23390 -0.84173
C2 -1.38619 1.41772 0.81461
N1 -0.96934 0.46351 1.38737
N2 -0.23834 -0.66377 1.32288
N3 0.44945 -0.72916 0.28027
O1 1.21245 0.74011 -1.46467
O2 1.18503 -1.62937 -0.06753
H1 -0.58227 0.16706 -1.43120



Entry 4:
DFT (ωB97M-V/def2-TZVPD) results for a structure of composition C5H10O.

Output
Total charge = 0
Spin multiplicity = 1
ΔE to the lowest compared entry with this formula, charge and spin = 62.52 kcal per mole
HOMO = -8.8 eV
LUMO = 0.039 Ha
HOMO-LUMO gap = 9.9 eV

Positions of all 16 atoms, in Å:
C1 1.41060 0.17667 1.05854
C2 0.53693 0.14097 -0.17934
C3 1.25986 -0.28358 -1.43888
C4 -0.85920 -0.41360 -0.01896
C5 -1.29550 0.83843 -0.15863
O1 -0.09042 1.47665 -0.33785
H1 2.26142 0.84891 0.90119
H2 1.79401 -0.82230 1.28934
H3 0.83119 0.53355 1.91452
H4 2.13210 0.34746 -1.63463
H5 0.58362 -0.24109 -2.29697
H6 1.60089 -1.31835 -1.31955
H7 -2.97542 -0.58187 1.22893
H8 -1.27838 -1.40091 0.06953
H9 -2.22436 1.40073 -0.14366
H10 -3.68734 -0.70167 1.06644



- What is the spin multiplicity in the third record?
  3



- The lowest total charge belongs to which entry?
  C48H45IrN2P4S2



- What is the total charge in the third record?
  0